Here is C40H37NO5P2Sr as an isolated structure at a distorted geometry from OMol25. Energies are from ωB97M-V/def2-TZVPD.

XYZ file:
```
86
Properties=species:S:1:pos:R:3:forces:R:3
Sr 1.4224 -1.2546 -0.5847 -1.52 0.32 -0.04
O 4.9060 -0.8220 1.5264 -0.08 0.04 -0.01
C 4.0939 -0.6899 0.6281 0.46 -0.17 0.20
O 2.9016 -0.2130 0.7418 0.21 0.34 0.26
C 4.5483 -1.0667 -0.8038 0.38 0.09 -0.24
C 4.0591 -0.0895 -1.8979 -0.14 -0.31 0.09
C 5.0496 -0.0695 -3.0527 0.03 0.10 -0.03
C 4.8047 -1.4532 -3.6934 0.07 -0.06 -0.12
C 3.6750 -2.0139 -2.8378 -0.13 0.21 0.41
O 2.9238 -0.8029 -2.4851 0.35 0.03 -0.27
C 4.2024 -2.4672 -1.4637 0.31 0.02 -0.27
C 3.2761 -3.4787 -0.7503 0.09 -0.32 0.15
O 3.7944 -4.2996 -0.0149 -0.01 0.04 0.01
O 2.0151 -3.3873 -1.0275 0.14 -0.37 -0.08
H 5.6334 -1.0202 -0.7433 0.01 0.04 0.03
H 3.7219 0.8790 -1.5373 0.00 0.00 0.03
H 6.0696 0.0636 -2.6965 0.00 0.04 -0.03
H 4.8135 0.7320 -3.7517 0.01 0.02 0.02
H 5.6816 -2.0979 -3.6530 -0.01 -0.01 -0.05
H 4.4935 -1.3541 -4.7323 0.01 -0.03 -0.01
H 3.0053 -2.7171 -3.3220 -0.01 -0.01 0.02
H 5.1418 -3.0053 -1.5731 -0.01 -0.02 -0.02
C -2.1453 1.1287 -0.7308 -0.11 -0.01 -0.01
N -2.4052 0.6727 0.6321 0.07 0.04 -0.12
C -2.8734 -0.7017 0.7363 -0.05 -0.04 0.16
P -1.4589 -1.8705 0.4842 -0.15 -0.04 -0.14
C -0.5852 -1.8339 2.0838 0.01 0.02 0.04
C -0.5074 -2.9294 2.9420 -0.01 -0.03 0.02
C 0.2937 -2.8719 4.0725 0.00 0.01 0.00
C 1.0323 -1.7309 4.3551 -0.01 0.04 -0.02
C 0.9644 -0.6360 3.5065 0.00 -0.06 0.07
C 0.1586 -0.6898 2.3811 0.03 0.07 -0.05
C -2.2277 -3.5120 0.4442 -0.02 -0.05 0.02
C -3.4952 -3.7881 0.9547 -0.05 0.04 0.02
C -4.0044 -5.0775 0.9113 0.05 -0.02 -0.03
C -3.2423 -6.1049 0.3721 -0.01 -0.03 0.00
C -1.9744 -5.8438 -0.1280 -0.07 0.04 0.04
C -1.4724 -4.5504 -0.1009 0.08 -0.09 -0.04
C -3.1106 1.6090 1.4597 0.01 0.01 0.10
C -4.3693 2.0858 1.1074 0.04 0.00 -0.01
C -5.0218 2.9938 1.9276 -0.03 0.02 -0.01
C -4.4249 3.4231 3.1057 0.02 0.00 0.01
C -3.1732 2.9414 3.4614 -0.02 -0.01 -0.02
C -2.5159 2.0380 2.6382 0.00 -0.03 0.02
P -0.3268 1.4012 -0.9572 0.04 0.15 -0.14
C -0.2869 2.2376 -2.5859 0.02 -0.03 0.05
C 0.4464 3.4029 -2.7969 0.01 0.03 0.01
C 0.5228 3.9680 -4.0620 0.00 0.00 -0.02
C -0.1331 3.3795 -5.1331 -0.01 -0.03 0.02
C -0.8605 2.2138 -4.9353 0.03 0.04 -0.01
C -0.9285 1.6442 -3.6733 -0.04 -0.05 -0.04
C -0.0213 2.7524 0.2237 -0.05 0.03 0.00
C -0.8373 3.8839 0.2797 0.00 0.00 0.00
C -0.6072 4.8678 1.2243 0.02 -0.01 0.00
C 0.4472 4.7329 2.1217 0.01 0.01 0.03
C 1.2715 3.6209 2.0657 -0.04 -0.01 -0.03
C 1.0389 2.6294 1.1174 0.08 -0.04 0.03
H -2.6832 2.0551 -0.9432 -0.01 -0.01 0.00
H -2.4864 0.3879 -1.4604 0.02 0.00 0.00
H -3.6547 -0.9423 -0.0017 -0.01 0.01 0.02
H -3.2908 -0.8420 1.7341 -0.01 -0.03 -0.01
H -1.0573 -3.8344 2.7199 0.00 -0.01 0.00
H 0.3580 -3.7322 4.7258 0.00 0.00 0.00
H 1.6789 -1.7038 5.2219 0.00 0.00 0.00
H 1.5656 0.2430 3.6952 0.01 0.01 -0.01
H 0.1164 0.1730 1.7223 -0.02 -0.05 0.02
H -4.0958 -3.0024 1.3963 0.02 0.01 0.00
H -4.9914 -5.2814 1.3053 0.00 0.00 0.00
H -3.6370 -7.1126 0.3435 0.00 0.01 0.00
H -1.3770 -6.6457 -0.5404 0.02 0.01 -0.01
H -0.4755 -4.3621 -0.4897 0.00 0.05 0.00
H -4.8322 1.7469 0.1869 -0.01 0.01 0.01
H -6.0001 3.3652 1.6501 0.00 -0.01 0.00
H -4.9358 4.1316 3.7446 0.00 0.00 0.00
H -2.7016 3.2755 4.3765 0.00 0.00 0.00
H -1.5312 1.6647 2.8923 -0.01 0.00 0.00
H 0.9575 3.8777 -1.9688 0.00 0.00 0.01
H 1.0960 4.8742 -4.2101 0.00 0.00 0.01
H -0.0752 3.8234 -6.1182 0.00 0.00 0.00
H -1.3705 1.7442 -5.7664 0.00 -0.01 0.00
H -1.4859 0.7222 -3.5482 0.01 0.00 0.03
H -1.6600 3.9989 -0.4168 0.00 0.00 0.00
H -1.2511 5.7368 1.2666 0.00 0.00 0.00
H 0.6268 5.5007 2.8637 -0.01 0.01 -0.01
H 2.0993 3.5171 2.7550 0.00 0.00 0.00
H 1.6947 1.7626 1.0835 0.00 0.03 -0.03
```
Forces are in eV/Å.

Frontier orbital gap, eV: 8.543
Spin multiplicity: 1
E_LUMO, eV: 0.16
Total charge: 0

Here is C29H84F6N2O17S2 as an isolated structure at a distorted geometry from OMol25. Energies are from ωB97M-V/def2-TZVPD.

XYZ file:
```
140
Properties=species:S:1:pos:R:3:forces:R:3
N 0.2979 -0.5913 -3.0040 -0.12 -0.36 1.30
H 0.5725 -1.4762 -3.4385 0.37 0.28 -0.11
H 0.9340 0.2012 -3.1907 -0.35 0.19 -0.62
H 0.3502 -0.6510 -1.9460 -0.24 -0.33 -0.70
H -0.6840 -0.3688 -3.2241 0.38 0.55 -0.23
C 1.6820 1.2954 0.9587 0.06 -0.43 -0.81
F 1.6932 2.5578 1.3532 0.08 0.12 0.17
F 2.4999 1.1503 -0.1043 0.10 0.24 0.36
F 2.1005 0.5008 1.9286 -0.06 0.19 0.07
S -0.0039 0.8472 0.3693 0.61 -0.38 -0.92
O -0.8602 0.9603 1.4996 -0.16 -0.21 0.29
O -0.2361 1.6857 -0.7702 0.00 0.18 0.07
N 0.3008 -0.6862 -0.1851 -0.90 0.91 1.09
S -0.7106 -1.7022 0.5661 0.34 -0.65 0.32
O -0.2825 -1.9949 1.9009 -0.17 -0.15 -0.02
O -2.0858 -1.4281 0.2839 -0.02 -0.04 -0.04
C -0.3964 -3.2881 -0.3612 -0.81 0.74 0.53
F 0.8548 -3.7305 -0.2169 0.15 0.10 -0.50
F -1.2051 -4.2051 0.1524 -0.03 -0.10 -0.01
F -0.7283 -3.1081 -1.6424 0.61 -0.30 -0.18
O 1.0710 2.0142 -3.1846 0.07 0.23 -0.46
H 0.4815 2.3956 -2.5216 0.16 -0.17 0.05
H 1.7295 2.7066 -3.3920 -0.03 -0.09 0.32
O 4.7902 1.7509 -2.5498 0.13 -0.12 0.02
H 5.4318 1.4236 -3.1875 0.02 0.01 0.01
H 4.9799 1.2474 -1.7429 0.06 -0.10 0.00
O 3.1153 -1.6901 0.1002 0.02 0.13 -0.23
H 2.2700 -1.2392 -0.0839 0.30 -0.33 0.18
H 2.9117 -2.6307 0.0847 -0.02 0.07 0.05
O 2.4891 -6.0568 -1.0008 -0.04 -0.04 0.03
H 2.1742 -6.9467 -1.1878 0.02 0.01 0.03
H 1.7199 -5.5874 -0.6609 0.04 -0.09 -0.01
C -1.7330 4.6455 0.5373 -0.42 0.52 0.31
C -1.4670 6.1384 0.6727 0.70 -0.17 -0.15
C -1.6584 6.6600 2.0700 -0.39 0.36 0.66
O -0.1015 6.4339 0.2960 -0.18 0.11 0.02
H -2.7987 4.4526 0.6874 0.01 -0.07 -0.25
H -1.2296 4.0789 1.3242 0.29 0.00 -0.19
H -1.4234 4.3325 -0.4583 -0.08 -0.33 0.04
H -2.0980 6.7014 -0.0233 -0.05 -0.10 0.02
H -1.0730 6.0904 2.7956 0.09 -0.02 -0.11
H -2.6992 6.6379 2.4098 -0.02 -0.21 -0.23
H -1.3602 7.7074 2.1413 0.17 -0.06 -0.11
H 0.3588 5.6235 0.0630 -0.09 -0.07 0.04
C 1.0325 -3.1269 4.9531 -0.46 0.85 0.46
C 1.6023 -1.7293 5.1585 1.27 -0.19 -0.26
C 0.7177 -0.5794 4.7443 0.51 -0.48 0.24
O 2.0500 -1.5233 6.5097 -0.39 -0.01 -0.01
H 1.8246 -3.8548 5.1143 -0.12 -0.26 -0.16
H 0.5850 -3.1823 3.9617 0.20 -0.27 -0.08
H 0.2372 -3.2700 5.6900 0.03 -0.21 -0.02
H 2.5134 -1.6654 4.5382 -0.18 0.04 -0.12
H -0.2282 -0.6206 5.2831 -0.11 0.21 -0.11
H 0.5903 -0.6703 3.6702 -0.43 0.17 0.00
H 1.2802 0.3282 4.9610 -0.32 0.20 0.06
H 2.7347 -2.1738 6.6901 -0.03 -0.01 0.06
C -7.4210 -2.3805 -1.3070 -0.30 0.16 -1.68
C -6.0164 -1.8450 -1.5057 -0.01 0.47 1.77
C -5.2752 -1.6787 -0.1623 0.44 -1.24 -0.34
O -5.2668 -2.6925 -2.3701 -0.15 0.64 -0.32
H -7.3889 -3.4132 -0.9567 -0.25 0.15 0.52
H -7.8935 -2.4078 -2.3015 0.16 -0.28 0.05
H -8.0907 -1.6981 -0.7870 0.29 -0.26 0.72
H -6.0973 -0.8151 -1.8724 0.15 -0.36 -0.86
H -5.9211 -1.3881 0.6643 0.02 0.39 -0.11
H -4.3848 -1.0644 -0.2711 -0.23 0.38 0.14
H -4.8458 -2.6557 0.1029 -0.24 0.02 0.09
H -5.5453 -3.5955 -2.1871 0.09 -0.02 0.01
C 4.0283 -2.3675 -3.8713 0.76 -0.03 0.81
C 2.9187 -3.1572 -4.5340 0.77 1.00 -0.14
C 2.4496 -4.3142 -3.7227 -0.25 -0.02 0.18
O 1.7993 -2.2687 -4.7507 -0.16 -0.38 -0.20
H 4.9404 -2.9622 -3.7300 -0.14 -0.10 -0.42
H 3.8169 -2.0537 -2.8420 -0.48 0.17 -0.21
H 4.2949 -1.4950 -4.4688 -0.04 0.05 0.04
H 3.3513 -3.4674 -5.4911 -0.49 -0.23 -0.16
H 3.2973 -4.9193 -3.4113 -0.10 -0.20 -0.05
H 1.7195 -4.8909 -4.2869 0.04 -0.22 0.09
H 1.9695 -3.9434 -2.8142 0.01 -0.04 0.01
H 1.9342 -1.7737 -5.5640 0.06 0.01 0.03
C -3.8213 4.1990 4.5022 -0.58 -0.57 0.06
C -3.4144 2.8452 5.0581 1.02 -0.13 0.70
C -2.4827 2.0685 4.1163 -0.62 0.52 0.05
O -2.7847 3.0591 6.3534 -0.17 0.13 -0.44
H -4.3562 4.0258 3.5624 0.00 0.22 0.02
H -2.9730 4.8548 4.3206 0.16 -0.11 0.04
H -4.4970 4.6714 5.2163 0.01 0.15 -0.12
H -4.2866 2.2221 5.2794 -0.13 0.18 -0.19
H -1.8854 2.7554 3.5147 0.13 -0.07 0.05
H -3.1084 1.4899 3.4365 0.27 -0.16 -0.11
H -1.8226 1.4046 4.6733 -0.05 -0.17 -0.11
H -1.9202 2.6416 6.3426 0.00 -0.01 0.01
C -4.1922 1.3884 -4.6271 0.31 -0.93 -0.64
C -2.9317 1.8005 -3.8854 -0.87 -0.10 0.28
C -3.2645 2.6829 -2.7036 0.33 0.22 0.28
O -2.2273 0.6463 -3.4352 0.35 -0.55 -0.11
H -4.8852 2.2167 -4.7343 -0.10 -0.03 -0.11
H -4.6845 0.5204 -4.1719 -0.14 0.39 0.51
H -3.9206 0.9669 -5.6021 -0.07 0.44 -0.11
H -2.2792 2.3153 -4.5875 0.25 0.02 0.14
H -3.8251 3.5588 -3.0320 0.08 0.08 0.09
H -2.3475 2.9858 -2.1962 -0.03 0.15 -0.06
H -3.8533 2.1562 -1.9481 -0.13 -0.13 -0.18
H -2.8564 0.0328 -3.0340 -0.14 0.17 0.03
C 6.5947 0.6899 2.0073 -1.12 -0.55 0.60
C 6.2933 1.2045 0.6010 0.74 -0.03 0.27
C 7.3710 2.1593 0.1232 0.09 -0.58 -1.54
O 6.2165 0.1163 -0.3423 -0.14 0.28 0.22
H 5.6472 0.3285 2.4341 0.11 0.10 0.07
H 6.9679 1.4421 2.7013 0.03 0.20 -0.23
H 7.2460 -0.1835 2.0818 0.33 0.22 -0.55
H 5.3308 1.7226 0.6182 -0.10 0.05 0.03
H 8.3301 1.6331 0.0956 0.10 0.26 0.67
H 7.3739 3.1116 0.6422 0.20 -0.11 0.32
H 7.2468 2.3762 -0.9492 -0.42 0.14 0.23
H 5.7551 -0.6171 0.0900 -0.10 0.13 -0.18
C -3.0884 -8.0683 2.6104 -0.13 0.60 0.46
C -3.0397 -7.1520 1.3927 0.77 0.68 0.60
C -1.8614 -7.4177 0.4578 -0.08 -0.34 0.52
O -4.2405 -7.0516 0.6626 -0.23 -0.48 -0.45
H -2.9569 -9.1354 2.4482 -0.08 -0.02 -0.24
H -4.0152 -7.8783 3.1638 -0.10 -0.25 -0.16
H -2.3280 -7.7022 3.3079 0.20 -0.35 -0.13
H -2.8132 -6.1648 1.8266 -0.31 0.10 -0.12
H -2.0684 -7.0152 -0.5301 0.12 0.04 -0.04
H -1.5968 -8.4762 0.4030 -0.27 -0.04 -0.24
H -0.9982 -6.9273 0.9113 0.10 0.09 -0.28
H -4.9776 -6.9751 1.2745 0.03 0.00 0.06
C 2.0230 5.9444 -2.5925 0.05 -0.25 0.23
C 3.2336 5.0880 -2.2527 0.20 -0.14 -0.94
C 3.3309 4.7353 -0.7935 -0.20 -0.14 0.48
O 3.1492 3.9137 -3.0737 0.02 -0.20 -0.06
H 2.1972 6.9702 -2.2688 -0.25 -0.02 0.13
H 1.1431 5.5218 -2.0981 -0.02 0.25 0.05
H 1.8026 5.9464 -3.6582 0.28 -0.01 -0.09
H 4.1470 5.6230 -2.5493 -0.07 0.03 0.06
H 4.1036 3.9809 -0.6286 0.12 0.15 0.03
H 2.3990 4.3076 -0.4102 -0.04 0.00 -0.18
H 3.5451 5.6218 -0.1935 0.10 -0.03 0.00
H 3.8702 3.2766 -2.8830 -0.33 0.32 0.19
```
Forces are in eV/Å.

Frontier orbital gap, eV: 9.916
Spin multiplicity: 1
E_LUMO, eV: 0.22
Total charge: 0

Here is C28H30N10OPSSe3TeV as an isolated structure at a distorted geometry from OMol25. Energies are from ωB97M-V/def2-TZVPD.

XYZ file:
```
76
Properties=species:S:1:pos:R:3:forces:R:3
V -2.3869 0.4366 0.4469 0.34 -0.67 0.56
Se -3.9832 1.4687 -1.0025 -0.74 -0.07 -0.83
Se -4.5395 3.3263 0.2829 -0.14 0.54 0.42
Te -5.1366 2.2369 2.4785 -0.18 0.00 -0.01
Se -2.9507 1.1802 3.0275 0.10 -0.07 -0.12
C 0.5430 4.6574 2.1985 0.10 0.01 0.00
N -0.0997 3.7633 1.2677 0.04 -0.40 0.21
C -0.5123 2.5084 1.4818 0.00 0.31 -0.14
N -1.1785 2.0788 0.4208 1.09 1.10 0.37
C -1.1287 3.1395 -0.4349 0.16 -0.01 -0.06
N -0.4839 4.1756 0.0413 -0.05 0.16 -0.22
C 2.0546 4.7040 2.1097 -0.12 0.12 0.02
C 2.7227 5.8086 2.6303 0.04 -0.11 -0.06
C 4.1085 5.8706 2.6000 -0.09 0.14 0.07
C 4.8449 4.8398 2.0471 0.12 -0.24 -0.12
C 4.1850 3.7290 1.5275 -0.46 0.35 0.25
C 2.7884 3.6682 1.5633 0.26 -0.10 -0.07
C 4.9287 2.6232 0.9592 0.62 -0.50 -0.32
N 6.1895 2.5190 0.6758 -0.29 0.63 0.30
N 6.3799 1.2724 0.1432 -0.06 -0.73 -0.26
C 5.2273 0.6824 0.1317 0.38 0.68 0.19
O 4.2636 1.4901 0.6412 -0.22 -0.03 0.02
C 4.8200 -0.6210 -0.3553 -0.38 -0.49 -0.16
C 5.6297 -1.4025 -1.1722 0.07 0.28 0.11
C 5.1313 -2.5941 -1.6705 -0.02 -0.15 -0.08
C 3.8376 -3.0044 -1.3827 0.04 0.12 0.05
C 3.0208 -2.2315 -0.5592 -0.04 -0.08 0.06
C 1.5951 -2.6680 -0.3180 -0.04 -0.04 -0.30
N 0.9091 -2.0177 0.7750 0.13 0.34 0.04
C 0.5228 -0.7379 0.8966 0.07 -0.24 0.09
N -0.3144 -0.6084 1.9068 -0.03 0.25 -0.09
C -0.4210 -1.8791 2.3755 0.03 0.03 0.06
N 0.2952 -2.7604 1.7211 -0.09 -0.17 0.18
C 3.5309 -1.0586 -0.0403 0.22 0.16 0.06
H 0.2448 4.3469 3.2019 -0.03 0.03 0.00
H 0.1362 5.6506 2.0152 -0.04 -0.01 0.04
H -0.3379 1.9511 2.3855 -0.07 0.04 0.03
H -1.5951 3.1227 -1.4043 -0.04 -0.03 0.00
H 2.1515 6.6246 3.0572 0.01 0.01 0.00
H 4.6126 6.7348 3.0129 0.02 -0.01 -0.03
H 5.9256 4.8715 2.0085 0.00 0.03 0.03
H 2.2885 2.8022 1.1499 -0.06 0.03 0.00
H 6.6238 -1.0565 -1.4220 0.01 -0.03 -0.01
H 5.7538 -3.2069 -2.3098 0.00 0.01 0.00
H 3.4580 -3.9278 -1.8036 -0.01 -0.01 0.00
H 1.5553 -3.7341 -0.1041 -0.01 0.01 0.03
H 1.0040 -2.4818 -1.2239 -0.02 -0.01 0.01
H 0.8637 0.0644 0.2637 -0.04 -0.07 -0.10
H -1.0195 -2.1380 3.2334 -0.06 -0.03 -0.05
H 2.9408 -0.4503 0.6258 -0.06 -0.01 -0.01
C -1.5628 -4.3084 -4.6916 -0.04 0.05 -0.03
C -2.2005 -3.0728 -4.1239 -0.02 0.15 0.06
C -3.4510 -2.6353 -4.5540 -0.04 -0.03 0.00
C -3.9903 -1.5642 -3.8651 0.06 -0.05 0.07
N -3.3551 -0.9574 -2.8757 -0.07 0.27 0.11
C -2.1218 -1.3753 -2.5732 -0.13 -0.40 -0.47
S -1.1879 -0.5218 -1.3967 0.28 0.00 0.05
N -1.5361 -2.4397 -3.1653 0.11 -0.11 0.01
H -1.7949 -4.4191 -5.7514 0.01 -0.04 0.00
H -1.9477 -5.1849 -4.1655 0.02 -0.02 -0.03
H -0.4853 -4.2715 -4.5487 0.01 0.01 -0.01
H -3.9820 -3.1204 -5.3618 0.00 -0.02 0.01
H -4.9764 -1.1697 -4.0992 0.01 -0.06 -0.04
C -5.4423 -1.4671 -0.0831 0.06 -0.02 0.03
P -3.7932 -1.4822 0.7176 -0.81 -0.71 0.12
C -4.3410 -1.9282 2.4139 0.05 -0.10 -0.07
C -3.1525 -3.1272 0.1946 -0.10 0.09 -0.03
H -6.0246 -2.3394 0.2258 0.04 -0.03 -0.01
H -5.3305 -1.4522 -1.1649 0.02 0.06 -0.03
H -5.9523 -0.5532 0.2190 -0.01 0.00 -0.01
H -4.9117 -2.8611 2.3972 0.02 0.00 0.02
H -4.9571 -1.1221 2.8095 0.03 0.03 0.01
H -3.4739 -2.0308 3.0650 -0.04 -0.01 0.06
H -3.9114 -3.9044 0.3148 0.01 0.01 0.02
H -2.2853 -3.3712 0.8077 0.06 -0.06 -0.02
H -2.8314 -3.0890 -0.8458 0.01 -0.04 0.02
```
Forces are in eV/Å.

Frontier orbital gap (alpha / beta), eV: 5.080 / 4.643
⟨S²⟩: 0.766
Spin multiplicity: 2
E_LUMO (alpha / beta), eV: 1.57 / 1.57
Total charge: -1

no.,DFT total energy (a.u.)
1,-2690.96055
2,-3939.45513
3,-10863.83358